A | C4H5FN2 | ωB97M-V/def2-TZVPD

Structure (SMILES) = C=C=NN/C=C/F
LUMO energy = 0.96 eV

Geometry as XYZ:
```
12
C4H5FN2, DFT ωB97M-V/def2-TZVPD
C 1.90 1.16 0.06
C 1.23 0.01 0.05
N 0.76 -1.13 -0.07
N -0.49 -1.60 -0.07
C -1.72 -0.93 0.15
C -2.02 0.36 -0.20
F -3.22 0.81 0.02
H 2.39 1.44 1.02
H 2.16 1.61 -0.91
H -0.60 -2.56 0.16
H -2.45 -1.47 0.57
H -1.38 1.23 -0.68
```

=====

B | C4H5FN2 | ωB97M-V/def2-TZVPD

Structure (SMILES) = FCc1cn[nH]c1
LUMO energy = 0.89 eV

Geometry as XYZ:
```
12
C4H5FN2, DFT ωB97M-V/def2-TZVPD
F 2.49 -0.75 -0.01
C 1.70 0.38 0.04
C 0.24 0.03 -0.03
C -0.31 -1.28 -0.05
N -1.62 -1.27 0.02
N -1.94 0.02 0.01
C -0.89 0.85 -0.08
H 1.92 0.96 -0.85
H 1.94 0.98 0.91
H 0.30 -2.18 -0.05
H -2.90 0.34 0.11
H -0.93 1.92 0.00
```

=====

C | C4H5FN2 | ωB97M-V/def2-TZVPD

Structure (SMILES) = FCC1=NN=CC1
LUMO energy = 0.53 eV

Geometry as XYZ:
```
12
C4H5FN2, DFT ωB97M-V/def2-TZVPD
F -1.57 1.21 1.34
C -0.24 1.50 0.99
C 0.19 0.48 0.02
N 0.45 0.84 -1.20
N 0.49 -0.34 -2.04
C 0.25 -1.35 -1.32
C 0.07 -1.05 0.12
H 0.43 1.37 1.91
H -0.11 2.56 0.61
H 0.31 -2.43 -1.59
H 0.71 -1.53 0.81
H -0.97 -1.25 0.35
```

=====

What is the stability order? It is B, C, A, from most stable to least stable.

=====

A | C3H11NO2S | ωB97M-V/def2-TZVPD

Structure (SMILES) = OCNCCS.O
LUMO energy = 0.76 eV

Geometry as XYZ:
```
18
C3H11NO2S, DFT ωB97M-V/def2-TZVPD
O 1.72 -0.78 -1.99
C 2.24 -0.07 -0.89
N 1.27 0.85 -0.39
C 0.11 0.26 0.28
C -0.43 1.16 1.37
S -2.13 0.66 1.85
H 1.35 -0.12 -2.59
H 2.50 -0.85 -0.16
H 3.14 0.50 -1.16
H 1.67 1.64 0.09
H -0.68 0.10 -0.44
H 0.37 -0.72 0.69
H 0.15 1.26 2.29
H -0.59 2.15 0.97
H -1.85 -0.25 2.79
O -2.95 -1.61 -1.13
H -2.19 -2.15 -0.90
H -3.70 -2.02 -0.70
```

=====

B | C3H11NO2S | ωB97M-V/def2-TZVPD

Structure (SMILES) = N[C@H](CO)CS.O
LUMO energy = 0.70 eV

Geometry as XYZ:
```
18
C3H11NO2S, DFT ωB97M-V/def2-TZVPD
N 0.27 0.80 1.29
C -0.64 0.51 0.18
C -1.23 -0.91 0.22
O -2.07 -1.06 1.38
C 0.07 0.74 -1.18
S 0.62 2.44 -1.39
H 0.98 0.10 1.42
H -0.17 1.17 2.11
H -1.48 1.19 0.30
H -0.50 -1.70 0.42
H -1.84 -1.06 -0.64
H -1.76 -0.41 2.04
H -0.52 0.60 -2.09
H 0.84 -0.06 -1.11
H 1.28 2.57 -0.23
O 2.23 -1.79 -0.66
H 1.72 -2.30 -1.29
H 2.18 -0.84 -0.76
```

=====

What is the stability order? It is A, B, from most stable to least stable.

=====

A | C3H6BrClIN | ωB97M-V/def2-TZVPD

LUMO energy (spin up / spin down) = -1.42 / -1.42 eV

Geometry as XYZ:
```
13
C3H6BrClIN, DFT ωB97M-V/def2-TZVPD
C 0.92 0.64 0.78
C 0.98 -0.89 -1.15
C -1.87 0.04 0.44
N 0.56 -0.60 0.24
Cl -2.24 -0.34 2.09
Br -2.68 -1.19 -0.75
I -2.28 2.03 -0.04
H 0.71 1.57 0.06
H 0.46 0.91 1.82
H 2.03 0.64 0.85
H 1.99 -1.39 -0.95
H 0.28 -1.46 -1.78
H 1.14 0.05 -1.60
```

=====

B | C3H6BrClIN | ωB97M-V/def2-TZVPD

LUMO energy = -2.01 eV

Geometry as XYZ:
```
13
C3H6BrClIN, DFT ωB97M-V/def2-TZVPD
C 0.67 -0.69 -0.80
C -0.08 0.88 0.81
C -1.68 -0.68 -0.08
N -0.48 -0.20 -0.02
Cl -2.11 -1.94 -1.12
Br 3.58 1.13 0.23
I -3.17 0.38 0.95
H 1.69 -1.10 -0.33
H 0.26 -1.49 -1.53
H 1.04 0.24 -1.40
H 1.00 0.81 0.88
H -0.39 1.93 0.53
H -0.35 0.72 1.88
```

=====

What is the stability order? It is B, A, from most stable to least stable.

=====

A | C5H3N | ωB97M-V/def2-TZVPD

LUMO energy = 0.26 eV

Geometry as XYZ:
```
9
C5H3N, DFT ωB97M-V/def2-TZVPD
C 1.78 -0.27 0.13
C -0.50 0.47 -0.75
C 0.30 -0.40 0.19
C -0.84 0.35 0.81
C -0.94 1.51 -0.02
N 2.87 -0.27 -0.13
H -1.03 0.02 -1.56
H 0.04 -1.38 -0.01
H -1.67 -0.04 1.33
```

=====

B | C5H3N | ωB97M-V/def2-TZVPD

LUMO energy (spin up / spin down) = -1.07 / -1.07 eV

Geometry as XYZ:
```
9
C5H3N, DFT ωB97M-V/def2-TZVPD
C -0.32 -2.61 -0.16
C -1.73 -1.67 0.16
C 0.60 -1.89 0.45
C 0.35 -0.01 0.56
C -0.62 -0.89 -0.37
N 1.20 -1.04 1.14
H 0.90 0.68 -0.08
H -0.20 0.52 1.34
H -0.64 -0.54 -1.40
```

=====

What is the stability order? It is A, B, from most stable to least stable.

=====

A | C4H6FI | ωB97M-V/def2-TZVPD

Structure (SMILES) = CC(C)=C(F)I
LUMO energy = 0.55 eV

Geometry as XYZ:
```
12
C4H6FI, DFT ωB97M-V/def2-TZVPD
C -0.69 -0.86 -0.88
C -0.07 0.07 0.15
C 1.25 0.67 -0.26
C -0.60 0.36 1.40
F 0.01 1.23 2.23
I -2.45 -0.38 1.99
H 0.17 -1.40 -1.40
H -1.12 -0.23 -1.61
H -1.30 -1.74 -0.64
H 1.91 0.70 0.55
H 1.26 1.71 -0.62
H 1.62 -0.13 -0.91
```

=====

B | C4H6FI | ωB97M-V/def2-TZVPD

Structure (SMILES) = CC(C)=C(F)I
LUMO energy = 0.31 eV

Geometry as XYZ:
```
12
C4H6FI, DFT ωB97M-V/def2-TZVPD
C -0.39 -1.28 -0.37
C 0.09 0.10 -0.02
C -0.92 1.18 -0.07
C 1.57 0.40 0.46
F 1.64 1.52 1.15
I 2.94 -1.16 0.55
H 0.21 -2.10 0.18
H -0.17 -1.56 -1.44
H -1.42 -1.26 -0.06
H -1.93 0.99 0.54
H -1.20 1.09 -1.08
H -0.42 2.08 0.17
```

=====

What is the stability order? It is A, B, from most stable to least stable.

=====

A | C2H3F3Si | ωB97M-V/def2-TZVPD

Structure (SMILES) = F[SiH2]C=C(F)F
LUMO energy = 0.54 eV

Geometry as XYZ:
```
9
C2H3F3Si, DFT ωB97M-V/def2-TZVPD
F -0.78 2.41 -0.33
Si -0.42 0.85 0.04
C 1.26 -0.26 -0.13
C 2.49 0.22 -0.08
F 3.60 -0.41 -0.29
F 2.76 1.47 0.36
H -1.20 0.03 -0.80
H -0.96 1.05 1.32
H 1.00 -1.31 -0.38
```

=====

B | C2H3F3Si | ωB97M-V/def2-TZVPD

Structure (SMILES) = FC(F)=C(F)[SiH3]
LUMO energy = 0.78 eV

Geometry as XYZ:
```
9
C2H3F3Si, DFT ωB97M-V/def2-TZVPD
F 1.21 -1.46 0.37
C 1.49 -0.19 0.12
F 2.86 -0.07 0.05
C 0.46 0.64 -0.12
F 0.80 1.97 -0.30
Si -1.48 -0.06 0.03
H -1.24 -1.03 0.92
H -1.69 -0.80 -1.31
H -2.40 0.99 0.24
```

=====

What is the stability order? It is A, B, from most stable to least stable.